{
  "formula": "C40H41FeN5OS2Si",
  "method": "ωB97M-V/def2-TZVPD",
  "e_lumo_ev": [0.60, -0.27],
  "homo_energy_ev": [-5.17, -7.39],
  "spin_multiplicity": 5,
  "de_lowest_ev": 0.168,
  "s_squared": 6.0642,
  "elements": ["Fe", "C", "C", "N", "N", "C", "O", "C", "C", "C", "C", "C", "C", "C", "C", "C", "C", "C", "N", "H", "H", "H", "H", "H", "H", "H", "H", "H", "H", "H", "H", "S", "C", "N", "C", "C", "N", "C", "C", "C", "C", "C", "C", "C", "C", "S", "C", "C", "C", "C", "C", "C", "C", "H", "H", "H", "H", "H", "H", "H", "H", "H", "H", "H", "H", "H", "H", "H", "H", "H", "H", "C", "Si", "C", "C", "C", "C", "C", "C", "C", "H", "H", "H", "H", "H", "H", "H", "H", "H", "H", "H"],
  "coordinates": [[0.489422, -1.600014, 0.214818], [4.288344, -3.167489, 1.284793], [3.117399, -2.531948, 0.599238], [1.996532, -2.177050, 1.248382], [1.943586, -2.251585, 2.574372], [0.831978, -1.883404, 3.119339], [-0.230673, -1.484286, 2.300230], [0.647215, -1.782965, 4.551740], [1.571907, -2.352654, 5.436079], [1.378921, -2.265294, 6.800823], [0.269840, -1.604619, 7.317165], [-0.641716, -1.017813, 6.450974], [-0.454575, -1.099808, 5.082749], [3.099227, -2.261944, -0.788387], [4.230616, -2.398926, -1.626893], [4.161802, -1.987812, -2.932505], [2.963654, -1.447347, -3.421946], [1.882636, -1.386055, -2.566786], [1.919858, -1.785148, -1.300488], [4.065849, -3.306928, 2.338850], [5.188809, -2.554516, 1.200274], [4.506098, -4.142741, 0.840891], [2.427591, -2.866592, 5.018763], [2.091765, -2.713671, 7.481285], [0.126410, -1.544105, 8.388203], [-1.501973, -0.489955, 6.843055], [-1.153713, -0.620454, 4.409917], [5.148973, -2.803768, -1.224356], [5.024686, -2.079262, -3.579773], [2.881457, -1.089547, -4.438511], [0.921896, -1.023075, -2.910882], [-1.126983, -0.661410, -1.105671], [-0.829867, 1.038044, -1.211665], [-1.723493, 1.824212, -1.896566], [-1.573010, 3.262574, -1.823922], [-0.098079, 3.616827, -1.844312], [0.569986, 2.939985, -0.754774], [1.389371, 3.733195, 0.149275], [0.563990, 4.778425, 0.861106], [0.708773, 6.131691, 0.579756], [-0.087374, 7.076196, 1.214266], [-1.038466, 6.671153, 2.137764], [-1.189863, 5.320538, 2.425157], [-0.393836, 4.381040, 1.791025], [0.261455, 1.621617, -0.529606], [1.224422, 0.698219, 0.546219], [-2.654728, 1.305015, -2.883186], [-2.186750, 1.564164, -4.297687], [-2.916886, 2.355076, -5.175680], [-2.454298, 2.592059, -6.463855], [-1.253252, 2.042733, -6.883754], [-0.513710, 1.254612, -6.010921], [-0.980008, 1.019355, -4.728467], [-2.020097, 3.652020, -0.901571], [-2.081049, 3.715428, -2.675597], [0.030981, 4.691965, -1.730851], [0.332021, 3.310519, -2.805662], [2.203776, 4.205618, -0.408667], [1.828898, 3.045753, 0.867126], [1.457546, 6.449896, -0.137818], [0.033145, 8.127600, 0.985730], [-1.659020, 7.406723, 2.633560], [-1.929245, 5.002022, 3.149335], [-0.503491, 3.324273, 2.012767], [-3.632449, 1.768908, -2.726014], [-2.758171, 0.236157, -2.711019], [-3.858547, 2.786962, -4.854050], [-3.030597, 3.208320, -7.142342], [-0.892772, 2.223642, -7.888350], [0.424861, 0.819786, -6.331214], [-0.410872, 0.402952, -4.042596], [-1.843270, -3.711718, 3.284436], [-1.584385, -2.410521, 1.947963], [-2.969486, -1.143161, 1.846145], [-1.187663, -3.339285, 0.352604], [0.075845, -3.946370, 0.211352], [0.423912, -4.581459, -0.984096], [-0.461771, -4.598953, -2.043625], [-1.739908, -4.064637, -1.890713], [-2.100603, -3.454610, -0.706465], [-2.607626, -4.429042, 2.978552], [-2.143005, -3.266711, 4.233327], [-0.915034, -4.262752, 3.457010], [-3.863053, -1.474996, 2.380402], [-3.246833, -0.932278, 0.813151], [-2.627067, -0.207486, 2.289667], [0.695779, -4.116007, 1.080549], [1.394244, -5.053541, -1.073741], [-0.176340, -5.063401, -2.978799], [-2.449677, -4.113998, -2.706790], [-3.100192, -3.052165, -0.589610]],
  "atomic_forces_ev_per_a": [[0.8, 1.5, -0.8], [-0.1, 0.1, 0.0], [0.2, -0.1, 0.1], [0.0, -0.1, 0.0], [0.1, 0.1, 0.5], [0.2, -0.1, -0.8], [0.3, -0.1, 0.3], [-0.2, 0.1, 0.5], [0.0, 0.0, -0.2], [0.0, 0.0, 0.1], [0.0, 0.0, 0.0], [0.0, 0.0, 0.1], [0.1, -0.1, -0.2], [0.0, 0.1, 0.1], [0.1, -0.1, -0.1], [-0.1, 0.0, 0.1], [0.1, 0.0, -0.1], [-0.1, -0.1, -0.1], [0.1, -0.1, 0.0], [0.0, 0.0, 0.0], [0.0, 0.0, 0.0], [0.0, 0.0, 0.0], [0.0, 0.0, 0.1], [0.0, 0.0, -0.1], [0.0, 0.0, 0.0], [0.0, 0.0, 0.0], [0.0, 0.0, 0.0], [0.0, 0.0, 0.0], [0.0, 0.0, 0.0], [0.0, 0.0, 0.0], [0.0, 0.0, 0.1], [-0.4, 0.1, -0.3], [-0.3, -0.3, 0.0], [0.2, 0.0, 0.0], [0.1, 0.1, 0.0], [-0.1, 0.0, -0.1], [-0.2, -0.2, 0.0], [0.0, 0.0, 0.0], [0.0, 0.1, 0.0], [0.1, 0.0, 0.0], [0.0, 0.0, 0.0], [0.0, 0.1, 0.0], [0.0, 0.0, 0.0], [0.0, -0.1, 0.0], [0.4, 0.2, 0.2], [0.0, 0.1, 0.1], [-0.1, 0.0, 0.0], [0.0, 0.0, 0.0], [0.0, 0.0, 0.0], [0.0, 0.0, -0.1], [0.0, 0.0, 0.0], [0.0, 0.0, 0.0], [0.0, 0.0, 0.0], [0.0, 0.0, 0.0], [0.0, 0.0, 0.0], [0.0, 0.0, 0.0], [0.0, 0.0, 0.0], [0.0, 0.0, 0.0], [0.1, 0.0, 0.0], [0.0, 0.0, 0.0], [0.0, 0.0, 0.0], [0.0, 0.0, 0.0], [0.0, 0.0, 0.0], [0.0, 0.0, 0.0], [0.0, 0.0, 0.0], [-0.1, 0.0, 0.0], [0.0, 0.0, 0.0], [0.0, 0.0, 0.0], [0.0, 0.0, 0.0], [0.0, 0.0, 0.0], [0.0, 0.0, 0.0], [0.1, 0.3, -0.1], [-1.1, -0.5, 0.5], [0.0, -0.5, -0.1], [0.1, 0.1, 0.2], [-0.6, -0.9, 0.2], [0.0, 0.1, -0.1], [0.1, -0.1, 0.1], [-0.1, 0.1, 0.1], [-0.1, 0.0, -0.1], [0.0, 0.0, -0.1], [0.0, 0.0, 0.0], [0.0, 0.0, 0.0], [0.1, 0.0, 0.0], [0.0, 0.0, 0.0], [0.1, 0.0, 0.0], [0.1, 0.2, 0.0], [0.0, 0.0, 0.0], [0.0, 0.0, 0.0], [0.0, 0.0, 0.0], [0.0, 0.1, -0.1]],
  "lowdin_charge": [0.181, -0.032, -0.268, -0.122, 0.119, -0.325, -0.210, -0.161, -0.024, -0.084, -0.094, -0.082, -0.037, -0.231, -0.022, -0.078, -0.075, -0.143, 0.016, 0.059, 0.082, 0.082, 0.108, 0.102, 0.099, 0.103, 0.107, 0.102, 0.103, 0.092, 0.065, 0.803, -0.593, -0.124, -0.115, -0.116, -0.124, -0.141, -0.216, -0.054, -0.087, -0.095, -0.081, -0.033, -0.642, 0.781, -0.142, -0.209, -0.050, -0.086, -0.093, -0.076, -0.030, 0.133, 0.125, 0.122, 0.134, 0.129, 0.062, 0.111, 0.101, 0.100, 0.102, 0.116, 0.128, 0.074, 0.110, 0.101, 0.101, 0.102, 0.092, -0.130, 0.494, -0.137, -0.308, -0.144, -0.065, -0.067, -0.079, -0.155, 0.039, 0.032, 0.043, 0.036, 0.004, 0.038, 0.111, 0.114, 0.107, 0.108, 0.104]
}